Record 1
DFT (ωB97M-V with the def2-TZVPD basis set) results for C19H53Ag2N4O6 as an isolated structure at a distorted geometry.

Properties
net charge = +3
2S+1 = 3
F_max = 4.29 eV/Å
E_HOMO (spin up / spin down) = -0.47858 / -0.47858 Eh
Kohn-Sham gap (spin up / spin down) = 2.13 / 1.40 eV
energy relative to the best compared isomer or geometry (same formula, charge and spin) = 617.98 kJ/mol

Each line ends with the Mulliken spin population.
Atoms and positions in Å:
Ag (20.219, 16.975, 3.022)  0.000
Ag (19.696, 17.871, -3.135)  0.000
C (15.744, 15.005, 0.291)  -0.024
O (16.903, 15.841, 0.282)  0.921
H (15.017, 15.174, -0.503)  0.052
H (16.060, 13.971, 0.150)  -0.003
H (15.284, 15.157, 1.268)  0.054
C (8.380, 16.018, -0.402)  0.055
C (7.745, 14.947, -1.366)  0.037
C (7.551, 15.428, -2.776)  0.059
O (6.212, 16.022, -2.951)  0.107
C (5.891, 16.529, -4.299)  0.006
N (8.708, 13.892, -1.377)  0.710
H (8.763, 15.594, 0.527)  -0.002
H (7.622, 16.740, -0.100)  0.005
H (9.201, 16.506, -0.927)  0.002
H (6.882, 14.635, -0.778)  -0.002
H (7.708, 14.638, -3.511)  0.012
H (8.332, 16.154, -3.005)  0.010
H (6.407, 17.438, -4.607)  0.004
H (4.840, 16.818, -4.323)  0.001
H (5.983, 15.776, -5.081)  0.004
H (9.342, 14.179, -2.109)  -0.012
H (8.482, 12.982, -1.754)  0.003
C (12.509, 18.259, 6.835)  0.000
C (12.774, 18.679, 8.333)  0.000
C (11.765, 18.103, 9.358)  0.000
O (12.177, 18.300, 10.650)  0.000
C (11.161, 17.791, 11.573)  0.000
N (14.100, 18.241, 8.565)  0.000
H (13.310, 18.611, 6.186)  0.000
H (11.577, 18.698, 6.477)  0.000
H (12.480, 17.174, 6.732)  0.000
H (12.813, 19.761, 8.461)  0.000
H (11.691, 17.023, 9.237)  0.000
H (10.808, 18.496, 9.014)  0.000
H (11.653, 17.117, 12.274)  0.000
H (10.376, 17.157, 11.162)  0.000
H (10.611, 18.590, 12.069)  0.000
H (14.208, 17.318, 8.168)  0.000
H (13.988, 18.150, 9.565)  0.000
C (18.912, 7.547, -0.600)  0.000
C (20.511, 7.625, -0.697)  0.000
C (21.053, 6.624, -1.712)  0.000
O (20.925, 5.330, -1.178)  0.000
C (21.439, 4.342, -2.007)  0.000
N (20.864, 9.015, -0.933)  0.000
H (18.538, 8.407, -0.046)  0.000
H (18.483, 6.654, -0.146)  0.000
H (18.582, 7.536, -1.639)  0.000
H (21.010, 7.240, 0.192)  0.000
H (22.139, 6.712, -1.740)  0.000
H (20.705, 6.682, -2.743)  0.000
H (20.803, 4.320, -2.892)  0.000
H (21.514, 3.364, -1.532)  0.000
H (22.472, 4.572, -2.268)  0.000
H (21.773, 9.139, -0.510)  0.000
H (20.379, 9.522, -0.206)  0.000
C (18.208, 24.358, -2.211)  0.000
C (17.567, 23.648, -0.925)  0.000
C (16.609, 24.563, -0.245)  0.000
O (16.050, 24.023, 1.042)  0.000
C (15.244, 24.940, 1.768)  0.000
N (16.949, 22.366, -1.410)  0.000
H (17.574, 24.335, -3.098)  0.000
H (19.119, 23.899, -2.597)  0.000
H (18.533, 25.373, -1.984)  0.000
H (18.311, 23.206, -0.262)  0.000
H (15.837, 24.956, -0.907)  0.000
H (17.181, 25.446, 0.040)  0.000
H (14.641, 24.509, 2.567)  0.000
H (14.520, 25.401, 1.096)  0.000
H (15.805, 25.696, 2.318)  0.000
H (16.515, 21.960, -0.593)  0.000
H (16.134, 22.666, -1.924)  0.000
C (13.476, 10.436, -5.575)  0.000
C (14.393, 11.635, -5.204)  0.000
O (13.686, 12.833, -5.516)  0.000
H (14.069, 9.590, -5.226)  0.000
H (13.291, 10.364, -6.646)  0.000
H (12.523, 10.498, -5.049)  0.000
H (15.344, 11.690, -5.735)  0.000
H (14.672, 11.585, -4.152)  0.000
H (14.354, 13.519, -5.453)  0.000

***

Record 2
DFT (ωB97M-V with the def2-TZVPD basis set) results for a 7-piece molecular cluster, C19H53NO13 overall at a distorted geometry.

Properties
F_max = 2.96 eV/Å
E_HOMO = -0.33883 Eh
Kohn-Sham gap = 9.45 eV
SMILES = COCCNCCOC.CC(C)O.OCCO.OCCO.OCCO.OCCO.OCCO
energy relative to the best compared isomer or geometry (same formula, charge and spin) = 274.06 kJ/mol

Each line ends with the Mulliken charge.
Atoms and positions in Å:
C (1.542, -2.180, 3.984)  -0.944
O (1.853, -0.798, 3.873)  -0.184
C (3.229, -0.515, 3.917)  -0.576
C (3.497, 1.018, 4.097)  -0.879
N (3.013, 1.847, 2.985)  -0.145
C (3.755, 3.129, 2.799)  -0.810
C (3.257, 3.987, 1.646)  -0.595
O (1.990, 4.515, 1.892)  -0.244
C (1.266, 5.026, 0.760)  -0.714
H (1.816, -2.689, 4.909)  0.350
H (2.026, -2.742, 3.185)  0.374
H (0.460, -2.305, 3.999)  0.285
H (3.830, -0.784, 3.048)  0.306
H (3.735, -0.923, 4.792)  0.396
H (4.570, 1.193, 4.177)  0.423
H (3.087, 1.351, 5.050)  0.430
H (2.108, 2.121, 3.339)  0.180
H (4.837, 3.065, 2.683)  0.462
H (3.673, 3.655, 3.751)  0.459
H (3.166, 3.395, 0.735)  0.354
H (3.955, 4.823, 1.619)  0.303
H (0.278, 5.319, 1.114)  0.203
H (1.226, 4.291, -0.044)  0.276
H (1.767, 5.869, 0.285)  0.332
C (-4.440, 3.111, -2.612)  -1.120
C (-5.526, 3.431, -1.517)  0.383
C (-5.982, 2.204, -0.705)  -1.189
O (-5.057, 4.439, -0.624)  -0.533
H (-3.590, 2.641, -2.117)  0.221
H (-4.100, 4.023, -3.103)  0.314
H (-4.796, 2.430, -3.385)  0.344
H (-6.319, 3.964, -2.041)  0.274
H (-6.812, 2.496, -0.062)  0.334
H (-5.271, 1.627, -0.113)  0.306
H (-6.398, 1.493, -1.418)  0.349
H (-4.390, 4.038, -0.061)  0.321
O (-2.189, 3.399, 3.442)  -0.461
C (-2.509, 3.634, 4.834)  -0.367
C (-2.256, 5.008, 5.299)  -0.383
O (-0.916, 5.300, 5.238)  -0.503
H (-2.131, 2.453, 3.292)  0.258
H (-3.549, 3.324, 4.936)  0.326
H (-1.959, 2.896, 5.419)  0.281
H (-2.489, 5.058, 6.363)  0.293
H (-2.752, 5.799, 4.737)  0.273
H (-0.661, 5.150, 4.325)  0.281
O (-0.865, 3.034, -8.030)  -0.521
C (-1.449, 1.830, -8.565)  -0.327
C (-0.469, 0.583, -8.424)  -0.295
O (-0.861, -0.496, -9.145)  -0.512
H (-1.543, 3.710, -7.955)  0.302
H (-2.339, 1.542, -8.006)  0.237
H (-1.763, 2.061, -9.582)  0.307
H (-0.464, 0.340, -7.361)  0.213
H (0.525, 0.876, -8.761)  0.282
H (-0.232, -1.220, -9.102)  0.313
O (1.604, -0.563, -0.069)  -0.477
C (0.380, -0.270, -0.636)  -0.231
C (-0.818, -1.002, 0.053)  -0.470
O (-0.901, -0.731, 1.441)  -0.460
H (1.875, 0.020, 0.644)  0.244
H (0.190, 0.794, -0.496)  0.126
H (0.599, -0.501, -1.678)  0.332
H (-0.682, -2.079, -0.044)  0.279
H (-1.657, -0.684, -0.565)  0.376
H (-0.156, -1.168, 1.861)  0.235
O (6.071, -4.916, -3.593)  -0.500
C (4.880, -4.114, -3.679)  -0.301
C (3.791, -4.672, -2.774)  -0.411
O (4.142, -4.343, -1.387)  -0.519
H (6.422, -4.769, -2.711)  0.299
H (5.047, -3.083, -3.367)  0.288
H (4.449, -4.179, -4.678)  0.303
H (3.711, -5.752, -2.897)  0.272
H (2.822, -4.206, -2.950)  0.274
H (4.009, -3.396, -1.301)  0.294
O (-1.278, -9.589, 0.430)  -0.529
C (-1.217, -8.172, 0.598)  -0.376
C (-2.011, -7.789, 1.849)  -0.374
O (-1.522, -8.238, 3.125)  -0.525
H (-0.938, -10.065, 1.192)  0.320
H (-0.235, -7.731, 0.770)  0.259
H (-1.631, -7.741, -0.314)  0.311
H (-3.037, -8.153, 1.793)  0.301
H (-2.088, -6.703, 1.812)  0.299
H (-2.201, -8.053, 3.778)  0.314

***

In g mol⁻¹, the molecular weight values for the records above are, in order, 649.39, 503.63.